w.
This record from OMol25 describes 10 unconnected molecules or ions with the total composition C41H62NO19. The level of theory is wB97M-V/def2-TZVPD.

Cartesian coordinates (Å):
C  -0.648  -0.800  2.309
C  -0.167  -3.004  -1.609
C  1.816  1.972  0.823
O  -6.923  -0.857  -3.958
C  -5.797  -0.627  -4.316
H  1.273  0.228  2.589
C  1.664  6.626  2.881
H  -5.511  -2.344  1.503
H  2.605  -4.311  -2.016
H  -0.270  5.910  -4.737
C  5.075  -1.537  1.046
O  1.289  4.958  -2.768
H  -2.511  -1.056  -1.783
H  -0.077  4.978  5.465
H  -0.712  6.164  4.386
C  2.838  2.007  -3.984
H  2.357  -0.746  -4.405
H  0.869  6.666  2.133
C  4.771  -0.124  0.843
C  3.331  -5.580  3.193
H  -7.321  -0.894  -6.279
H  0.115  0.640  -0.744
H  2.718  2.436  -4.993
O  0.681  1.441  -2.979
C  -2.836  -0.277  -5.053
H  -5.104  -1.189  -2.386
O  -1.665  -0.172  -5.393
C  0.143  5.629  -2.519
C  -3.948  -0.262  -6.028
C  5.949  -1.545  -1.391
H  -1.305  0.935  0.099
H  5.050  2.231  -1.596
C  1.263  5.607  3.980
H  6.445  -2.207  -2.163
H  5.891  -3.688  0.942
H  0.873  -3.968  2.346
H  -1.975  -3.355  1.771
C  -2.875  -3.699  6.027
O  6.033  0.521  -2.594
C  -0.724  6.155  -3.754
C  0.105  5.863  5.004
H  1.450  -3.898  -3.301
H  -0.335  -2.236  -0.852
C  5.739  -2.306  -0.039
O  -3.069  -1.769  -0.438
C  -2.011  5.774  -1.110
H  -1.035  2.162  2.792
C  -0.603  5.448  -1.248
H  2.490  1.949  1.702
C  -3.915  -4.785  6.454
O  0.029  5.001  -0.248
H  -3.421  -5.538  7.058
H  -3.431  -4.378  1.527
O  6.141  -3.536  0.099
H  4.193  -5.176  3.615
O  -6.430  -0.627  -6.610
O  -3.279  -2.728  5.454
H  3.191  -3.078  -2.820
O  -0.349  -1.792  3.307
H  2.497  6.396  2.227
H  -4.175  6.956  -3.045
O  -2.699  6.797  -4.589
H  -1.404  -0.151  2.677
H  3.681  -6.611  3.085
O  3.099  -5.407  0.807
C  -5.441  -0.447  -5.590
H  2.221  1.412  -0.049
H  2.939  2.861  -3.200
H  -0.762  -3.270  6.306
H  -1.139  -1.233  1.390
H  3.820  1.531  -4.026
H  -5.569  -2.074  -0.303
H  -0.499  2.298  -0.265
H  -1.151  -2.068  3.756
H  1.810  -3.212  0.874
C  -0.243  2.334  2.120
H  -5.516  -3.815  0.092
C  -3.286  -0.626  -3.596
H  0.434  6.568  5.560
H  -3.584  -0.432  -7.021
H  -2.528  5.661  -0.226
C  -5.131  -2.667  0.366
O  1.911  4.559  3.923
H  -4.273  -5.257  5.578
C  -2.718  6.107  -2.367
C  -0.328  1.265  -0.022
C  1.291  -2.659  -1.669
H  1.595  5.189  -3.579
C  -3.519  -2.640  0.233
C  0.717  0.041  1.859
H  -2.238  -4.060  0.053
C  -2.709  -3.823  0.902
O  4.735  1.897  -0.684
C  2.102  -3.479  -2.619
H  4.147  0.314  1.694
C  -1.473  -3.836  6.670
H  1.430  0.033  -5.407
C  -2.084  6.353  -3.632
H  1.628  7.700  3.123
C  -4.796  -0.786  -3.366
H  -1.062  -4.657  6.301
H  -0.720  -2.825  -2.661
H  0.550  2.655  2.750
H  0.654  -0.760  -4.132
H  1.351  -0.640  1.235
C  1.522  -0.215  -4.372
O  1.891  -1.808  -1.003
C  1.795  -3.778  2.002
H  2.746  -5.755  4.120
H  -4.599  -4.346  7.132
N  0.471  1.417  1.166
C  1.653  1.090  -3.740
H  -0.735  3.236  1.695
C  5.661  -0.109  -1.566
O  -2.296  -0.851  -2.724
C  4.955  0.580  -0.472
H  -1.572  -3.772  7.700
H  -0.513  -3.922  -1.307
H  2.374  -2.864  2.374
O  -4.109  6.353  -2.351
C  2.742  -4.945  1.922
O  4.888  -2.095  2.110
H  1.417  3.083  0.545

Summary:
Total charge = +1
Spin multiplicity = 1
E_LUMO = -4.381 eV
HOMO = -10.36 eV

x.
This record from OMol25 describes 10 unconnected molecules or ions with the total composition C41H62NO19. The level of theory is wB97M-V/def2-TZVPD.

Cartesian coordinates (Å):
C  -0.958  -5.808  4.156
O  3.663  5.527  0.096
C  -2.139  1.271  4.305
H  2.889  5.207  2.322
H  -0.788  3.866  7.574
O  -2.026  -3.235  -5.145
H  3.638  4.000  -2.236
H  -0.665  -0.540  0.883
C  2.762  -1.336  0.511
H  -1.345  -4.686  0.833
O  0.896  -4.382  -0.794
H  0.812  0.760  2.608
H  -0.651  -6.054  1.280
C  -1.120  -3.427  -5.865
H  -4.989  3.372  3.635
C  -3.382  3.530  -0.065
O  -2.002  -1.077  -3.153
C  2.309  -5.404  -4.008
H  0.111  -6.179  3.876
C  -3.108  -0.454  2.739
H  -1.586  -1.847  3.795
H  3.150  5.060  6.803
C  -4.147  0.451  2.451
H  3.273  8.560  0.407
H  -0.854  -6.421  -4.538
H  -0.533  4.396  1.361
H  -0.895  5.189  6.712
C  -1.303  -4.769  3.053
O  1.434  -6.986  -5.580
C  0.306  -1.297  0.802
H  1.164  3.669  -1.118
C  0.812  3.495  -2.026
O  -1.092  -1.003  3.939
C  -2.174  3.067  0.890
C  2.263  5.208  7.315
H  3.025  -1.246  1.676
H  2.387  -2.901  -5.950
C  -3.169  2.215  4.070
H  -5.064  0.188  1.806
N  1.478  -0.670  0.179
H  3.246  6.628  2.974
H  2.632  -2.327  0.370
C  -2.045  -0.107  3.688
H  0.361  4.318  -2.400
H  0.087  -2.286  0.374
H  -3.719  2.522  -0.403
C  1.443  -3.250  -6.496
H  -1.889  -6.565  4.214
O  1.929  1.749  -3.148
H  0.346  -0.019  -1.742
H  4.447  7.854  -0.494
O  -2.993  -1.486  2.026
O  3.507  -5.415  -4.606
H  -3.007  0.149  -0.600
H  3.724  -5.930  -5.501
C  0.965  -4.860  -1.907
H  2.106  6.019  7.083
H  2.807  4.712  -3.635
H  1.543  2.895  2.964
C  -0.139  -5.566  -2.521
H  -0.723  -5.149  4.992
C  2.145  -4.639  -2.722
H  3.874  3.418  -3.611
O  -1.594  -3.626  3.285
C  1.601  1.150  1.963
H  -2.084  -4.587  -7.455
H  3.043  -4.144  -2.317
H  -3.701  -2.808  -1.287
H  -2.075  5.172  2.027
O  -1.593  2.080  0.678
H  -1.305  1.371  4.986
H  0.638  1.289  0.202
O  -1.379  -5.720  -1.813
H  1.030  -1.764  -1.496
H  0.695  -1.529  1.918
H  2.544  0.788  2.472
H  -1.351  3.842  2.804
H  3.626  -0.916  -0.060
O  0.420  -2.145  -4.424
C  -4.309  1.853  3.168
H  -4.506  -0.336  -1.243
H  -1.087  -5.485  -9.178
C  1.180  -0.680  -1.243
C  -0.044  -4.630  -7.888
C  -2.674  -2.627  -1.523
H  1.724  6.728  2.337
C  3.504  6.450  0.960
C  -1.463  4.244  1.811
H  -3.417  0.853  -1.951
H  -2.062  -5.986  -2.322
H  -2.157  -5.923  1.722
H  -4.192  4.056  0.625
C  -1.239  -5.349  1.582
O  2.279  -4.547  -8.309
C  -1.181  -4.285  -7.024
H  2.249  1.452  0.028
C  -2.674  -1.236  -2.210
C  -0.232  4.704  7.354
O  -0.216  -5.224  -9.136
C  3.090  3.862  -3.213
C  1.167  4.414  6.690
O  1.510  2.539  2.021
O  1.266  3.622  5.791
H  -2.715  -3.307  -2.366
H  4.524  8.208  1.457
C  2.704  6.262  2.216
H  2.436  5.114  8.491
H  -3.005  4.067  -0.920
O  -3.139  3.353  4.560
C  1.580  0.823  0.518
C  1.994  2.856  -2.845
C  -3.471  -0.105  -1.478
H  -0.356  -1.999  -3.975
H  -1.969  -2.816  -0.643
C  4.021  7.795  0.633
C  1.311  -4.073  -7.631
O  -5.338  2.648  2.964
H  -0.254  5.151  8.251
C  0.004  -6.223  -3.926
C  0.198  -2.901  -5.609
C  1.278  -6.293  -4.601
H  2.125  -0.330  -1.694
H  -0.031  2.831  -2.180

Summary:
Total charge = +1
Spin multiplicity = 1
E_LUMO = -4.143 eV
HOMO = -10.82 eV

The structure with the most favorable energy is x; the runner-up is 0.508 eV above it.

w.
This record from OMol25 describes 2 unconnected molecules or ions with the total composition C2HClF2S. The level of theory is wB97M-V/def2-TZVPD.

Cartesian coordinates (Å):
F  0.956  -1.504  0.087
C  -1.195  0.328  -0.312
H  1.633  0.292  -0.547
S  -1.508  1.876  -0.209
F  1.180  0.201  1.438
C  0.972  -0.164  0.179
Cl  -2.039  -1.030  -0.634

Summary:
Spin multiplicity = 1
E_LUMO = -0.416 eV
HOMO = -8.49 eV

x.
This record from OMol25 describes a single C2HClF2S molecule. The level of theory is wB97M-V/def2-TZVPD.

Cartesian coordinates (Å):
S  -2.019  0.407  -0.766
C  -0.640  -0.230  -0.630
F  -0.121  0.804  1.502
Cl  1.827  0.919  -0.276
F  0.832  -1.009  0.948
C  0.346  0.120  0.404
H  -0.226  -1.011  -1.181

Summary:
SMILES = FC(F)(Cl)C=S
Spin multiplicity = 1
E_LUMO = -1.168 eV
HOMO = -9.79 eV

y.
This record from OMol25 describes a single C2HClF2S molecule. The level of theory is wB97M-V/def2-TZVPD.

Cartesian coordinates (Å):
F  -1.648  -1.702  -0.595
Cl  2.257  -1.113  0.158
S  2.784  0.807  -0.111
F  -0.392  -2.358  1.078
H  0.834  -0.467  -1.474
C  -0.439  -1.652  -0.017
C  0.692  -1.192  -0.632

Summary:
Spin multiplicity = 1
E_LUMO = -0.048 eV
HOMO = -8.56 eV

The structure with the most favorable energy is x; the runner-up is 2.029 eV above it.